# C33H43F5MnN2O5P2Te

A molecular structure, C33H43F5MnN2O5P2Te (the ωB97M-V functional and the def2-TZVPD basis, OMol25).

LUMO level (spin up / spin down) in Ha: -0.2850 / -0.2822
HOMO energy (spin up / spin down) in Eh: -0.4945 / -0.4944
<S²>: 0.79

```
! wB97M-V def2-TZVPD RIJCOSX def2/J DEFGRID3
* xyz 2 2
Mn -1.336 -0.211 -0.844
C 3.284 0.893 2.380
C 1.864 1.428 2.117
C 1.661 2.884 2.688
P 0.530 0.278 2.659
C 0.528 -0.080 4.477
C -0.678 -0.968 4.793
C 0.512 1.130 5.412
C 0.850 -1.380 1.848
C 1.511 -2.257 2.658
C 2.099 -3.418 2.147
C 2.683 -4.402 3.133
C 1.997 -3.656 0.790
C 1.387 -2.736 -0.030
C 0.906 -1.547 0.478
N 0.465 -0.598 -0.546
C 1.464 -0.237 -1.367
C 2.844 -0.411 -1.069
C 3.752 0.041 -1.971
C 3.390 0.399 -3.309
C 4.346 0.800 -4.368
C 2.005 0.541 -3.533
C 1.082 0.349 -2.577
P -0.722 0.406 -2.933
C -0.876 -0.745 -4.332
C -0.311 -2.100 -3.987
C -2.853 -1.298 -5.555
C -1.050 2.168 -3.311
C 0.008 3.222 -2.788
C -1.147 2.370 -4.836
H 4.051 1.615 1.995
H 3.465 -0.066 1.884
H 3.520 0.764 3.411
H 1.727 1.452 1.042
H 1.712 2.900 3.782
H 0.646 3.244 2.372
H 2.409 3.562 2.274
H 1.511 -0.568 4.718
H -0.995 -1.663 4.019
H -1.469 -0.312 5.135
H -0.414 -1.588 5.681
H -0.447 2.749 5.746
H 1.470 1.603 5.479
H 0.292 0.700 6.355
H 1.507 -2.138 3.711
H 2.006 -5.245 3.381
H 2.825 -3.964 4.111
H 3.589 -4.943 2.857
H 2.376 -4.528 0.273
H 1.387 -2.947 -1.057
H 3.155 -0.737 -0.072
H 4.798 0.062 -1.686
H 3.955 1.749 -4.800
H 4.411 0.047 -5.176
H 5.385 0.880 -4.032
H 1.774 0.851 -4.550
H -0.410 -0.371 -5.201
H -0.714 -2.437 -3.009
H 0.805 -1.943 -3.848
H -0.560 -2.748 -4.863
H -3.909 -0.849 -5.621
H -2.802 -2.410 -5.546
H -2.280 -0.859 -6.401
H -1.995 2.310 -2.761
H 1.064 2.931 -3.232
H 0.169 3.221 -1.707
H -0.242 4.116 -3.200
H -0.126 2.397 -5.327
H -1.658 3.246 -4.952
H -1.833 1.599 -5.213
O -3.649 -3.351 -0.518
C -3.129 -2.311 -0.364
O -2.405 -1.683 -1.329
C -3.260 -1.525 0.886
C -4.250 -1.707 1.869
C -4.224 -0.859 2.966
C -3.232 0.056 3.117
C -2.308 0.115 2.099
N -2.243 -0.635 1.014
C -1.221 1.041 2.425
O -0.521 2.069 5.034
O -1.430 2.200 2.649
H -5.070 -2.297 1.599
H -5.009 -0.900 3.735
H -3.172 0.691 3.970
F -0.967 1.550 -0.353
Te -4.995 3.335 0.179
F -3.837 3.363 -1.259
F -4.735 1.431 -0.083
F -4.616 2.861 1.959
F -3.792 4.748 0.622
O -2.279 -0.737 -4.411
*
```

***

# C33H43GeO8Ti

A molecular structure, C33H43GeO8Ti (the ωB97M-V functional and the def2-TZVPD basis, OMol25).

LUMO level in Ha: -0.0703
HOMO energy in Eh: -0.2814

```
! wB97M-V def2-TZVPD RIJCOSX def2/J DEFGRID3
* xyz 1 1
Ti -0.505 0.712 -1.924
C 0.720 2.342 -4.366
C -0.610 2.735 -4.954
O -1.696 2.681 -4.037
C -2.006 3.846 -3.287
C -1.362 3.826 -1.923
O -1.570 2.568 -1.268
C -2.810 2.409 -0.566
C -2.708 1.112 0.194
O -2.355 0.029 -0.697
C -3.436 -0.519 -1.468
C -3.295 -0.092 -2.910
O -1.914 -0.191 -3.319
C -1.436 -1.511 -3.684
C -0.544 -2.074 -2.597
O 0.533 -1.146 -2.319
C 1.588 -1.088 -3.310
C 1.889 0.363 -3.608
O 0.615 1.005 -3.836
H 1.046 3.006 -3.568
H 1.466 2.357 -5.160
H -0.857 2.031 -5.745
H -0.523 3.731 -5.394
H -3.092 3.858 -3.190
H -1.712 4.755 -3.819
H -1.756 4.632 -1.303
H -0.286 3.930 -1.985
H -3.647 2.408 -1.270
H -2.951 3.231 0.136
H -3.632 0.885 0.721
H -1.897 1.167 0.910
H -4.399 -0.206 -1.065
H -3.373 -1.602 -1.371
H -3.550 0.953 -3.052
H -3.923 -0.697 -3.562
H -0.868 -1.383 -4.600
H -2.271 -2.182 -3.889
H -0.154 -3.050 -2.888
H -1.077 -2.177 -1.656
H 1.273 -1.608 -4.213
H 2.470 -1.580 -2.911
H 2.508 0.434 -4.501
H 2.395 0.848 -2.780
O 1.055 1.983 -1.247
C 1.020 1.383 -0.126
O 0.260 0.369 -0.021
C 1.843 1.824 1.050
C 1.281 1.429 2.428
Ge 1.097 -0.510 2.695
C 2.681 -1.299 1.891
C 3.880 -1.246 2.611
C 5.063 -1.749 2.077
C 5.065 -2.322 0.812
C 3.887 -2.373 0.077
C 2.708 -1.858 0.607
C -0.559 -1.388 2.188
C -1.776 -0.929 2.704
C -2.969 -1.589 2.430
C -2.965 -2.735 1.641
C -1.762 -3.219 1.141
C -0.571 -2.551 1.412
C 1.176 -0.761 4.638
C 0.501 0.152 5.457
C 0.481 0.002 6.841
C 1.149 -1.065 7.432
C 1.828 -1.978 6.637
C 1.840 -1.828 5.253
H 2.005 2.896 0.951
H 2.814 1.332 0.919
H 0.333 1.942 2.619
H 1.979 1.739 3.207
H 3.896 -0.807 3.605
H 5.980 -1.699 2.652
H 5.981 -2.729 0.402
H 3.888 -2.825 -0.909
H 1.811 -1.867 0.005
H -1.800 -0.050 3.344
H -3.900 -1.222 2.850
H -3.890 -3.263 1.443
H -1.746 -4.134 0.557
H 0.357 -2.963 1.032
H -0.012 1.005 5.020
H -0.050 0.717 7.457
H 1.140 -1.182 8.509
H 2.350 -2.811 7.094
H 2.362 -2.564 4.649
*
```

***

# C33H43I2NP2Rh

A molecular structure, C33H43I2NP2Rh (the ωB97M-V functional and the def2-TZVPD basis, OMol25).

LUMO level in Ha: -0.1234
HOMO energy in Eh: -0.3437

```
! wB97M-V def2-TZVPD RIJCOSX def2/J DEFGRID3
* xyz 1 1
Rh -0.022 -0.375 0.659
C -2.095 -4.029 1.053
C -1.645 -3.697 -0.376
C -2.580 -4.364 -1.388
P -1.385 -1.880 -0.570
C -2.962 -1.043 -1.080
C -3.365 -1.269 -2.538
C -4.111 -1.355 -0.116
C -0.294 -1.736 -2.033
C 0.108 -2.742 -2.902
C 1.075 -2.489 -3.871
C 1.657 -1.233 -3.948
C 1.250 -0.216 -3.091
C 0.266 -0.460 -2.143
N -0.183 0.496 -1.199
C -0.801 1.628 -1.610
C -1.058 1.884 -2.990
C -1.815 2.944 -3.417
C -2.397 3.837 -2.510
C -2.164 3.631 -1.176
C -1.355 2.577 -0.705
P -1.171 2.581 1.059
C -0.524 4.242 1.582
C 0.570 4.614 0.565
C -1.468 5.431 1.782
C -2.788 2.049 1.790
C -2.597 0.843 2.716
C -3.551 3.154 2.518
H -2.196 -5.111 1.166
H -3.062 -3.577 1.282
H -1.373 -3.685 1.791
H -0.635 -4.098 -0.513
H -3.622 -4.111 -1.194
H -2.485 -5.448 -1.288
H -2.351 -4.106 -2.421
H -2.715 0.015 -0.968
H -3.623 -2.308 -2.736
H -2.567 -0.977 -3.220
H -4.241 -0.657 -2.767
H -4.473 -2.377 -0.230
H -4.948 -0.685 -0.322
H -3.813 -1.211 0.926
H -0.324 -3.733 -2.838
H 1.383 -3.275 -4.547
H 2.444 -1.044 -4.668
H 1.718 0.762 -3.127
H -0.664 1.197 -3.724
H -1.987 3.069 -4.479
H -3.010 4.661 -2.847
H -2.626 4.296 -0.454
H -0.049 4.014 2.539
H 0.126 5.075 -0.317
H 1.149 3.750 0.234
H 1.258 5.330 1.018
H -2.127 5.597 0.933
H -0.853 6.327 1.886
H -2.069 5.345 2.683
H -3.357 1.732 0.914
H -1.946 1.088 3.560
H -2.151 0.005 2.180
H -3.566 0.530 3.111
H -3.024 3.468 3.421
H -4.518 2.755 2.825
H -3.738 4.025 1.892
I 0.564 -1.759 2.816
C 2.244 -2.605 1.558
I 2.867 -1.206 0.210
H 1.707 -3.445 1.140
H 2.918 -2.777 2.386
C 0.133 1.498 1.555
C 1.092 1.724 2.293
C 2.223 1.981 3.106
C 3.390 2.508 2.535
C 4.457 2.853 3.343
C 4.376 2.667 4.719
C 3.233 2.119 5.288
C 2.158 1.775 4.490
H 3.437 2.645 1.462
H 5.354 3.266 2.901
H 5.212 2.940 5.350
H 3.183 1.959 6.357
H 1.260 1.352 4.921
*
```

***

# C33H43N16PrS3

A molecular structure, C33H43N16PrS3 (the ωB97M-V functional and the def2-TZVPD basis, OMol25).

LUMO level (spin up / spin down) in Ha: 0.1493 / 0.1493
HOMO energy (spin up / spin down) in Eh: -0.0265 / -0.0266
<S²>: 2.02

```
! wB97M-V def2-TZVPD RIJCOSX def2/J DEFGRID3
* xyz -2 3
Pr 0.217 -0.954 -0.221
C -4.093 3.725 -1.760
C -4.528 2.274 -1.554
N -3.663 1.294 -2.179
C -2.442 0.968 -1.588
S -1.412 -0.074 -2.538
N -2.189 1.465 -0.433
N -1.128 0.962 0.296
C -0.156 1.782 0.637
C -0.051 3.155 0.017
C 0.847 1.314 1.526
C 1.145 2.635 4.084
C 1.763 1.395 4.708
C 1.950 0.172 4.164
C 1.477 -0.456 2.960
N 0.836 0.021 1.924
H -4.805 4.410 -1.292
H -4.032 3.967 -2.824
H -3.110 3.871 -1.311
H -5.540 2.127 -1.945
H -4.535 2.052 -0.487
H -3.602 1.341 -3.184
H 1.541 2.583 -1.103
H 0.462 3.842 0.704
H -1.063 3.525 -0.159
H 1.333 3.464 4.763
H 2.134 1.539 5.718
H 2.428 -0.544 4.826
H 1.528 -1.540 2.977
S -1.946 -1.937 1.599
C -1.191 -3.247 2.475
C -1.939 -3.701 3.600
N -2.565 -4.039 4.508
C 0.004 -3.863 2.197
S 1.114 -3.488 0.907
C 0.383 -4.970 3.011
N 0.680 -5.885 3.648
N -0.304 2.602 3.863
C 2.059 2.895 2.907
N 3.012 3.754 3.145
C 4.035 3.734 2.211
N 5.039 4.664 2.482
N 4.159 2.949 1.213
C 3.146 2.033 0.924
N 1.979 2.131 1.802
C 3.309 1.174 -0.134
C 4.603 1.196 -0.821
C 4.783 0.592 -2.012
C 3.686 -0.087 -2.630
C 2.539 -0.180 -1.901
N 2.307 0.321 -0.670
H -0.741 2.140 4.654
H -0.527 2.038 3.052
H 4.679 5.470 2.968
H 5.589 4.882 1.668
H 5.404 1.725 -0.332
H 5.750 0.613 -2.503
H 3.765 -0.534 -3.612
H 1.680 -0.683 -2.358
C 0.905 5.458 -1.490
C 0.702 4.103 -2.186
C 1.894 3.820 -3.102
C -0.585 4.142 -3.020
N 0.622 2.980 -1.260
H 0.985 6.253 -2.236
H 1.819 5.446 -0.891
H 0.059 5.686 -0.838
H 1.996 4.595 -3.864
H 1.760 2.850 -3.588
H 2.819 3.772 -2.521
H -0.490 4.852 -3.847
H -1.441 4.438 -2.408
H -0.785 3.145 -3.418
C -3.650 -3.634 -3.115
C -3.458 -3.397 -1.628
N -2.067 -3.100 -1.393
C -1.051 -3.417 -2.222
N 0.119 -2.885 -2.031
C 1.174 -3.365 -2.902
C 1.063 -4.875 -3.068
C -0.269 -5.190 -3.731
N -1.313 -4.292 -3.261
C -2.669 -4.713 -3.542
H -3.426 -2.708 -3.648
H -4.674 -3.941 -3.331
H -3.768 -4.282 -1.058
H -4.053 -2.551 -1.280
H -1.848 -2.541 -0.567
H 2.135 -3.104 -2.456
H 1.114 -2.876 -3.886
H 1.102 -5.317 -2.070
H 1.883 -5.278 -3.666
H -0.564 -6.225 -3.508
H -0.191 -5.097 -4.821
H -2.902 -5.655 -3.020
H -2.743 -4.906 -4.618
*
```

***

# C33H43N3O7Ti

A molecular structure, C33H43N3O7Ti (the ωB97M-V functional and the def2-TZVPD basis, OMol25).

LUMO level in Ha: 0.1458
HOMO energy in Eh: -0.0014

```
! wB97M-V def2-TZVPD RIJCOSX def2/J DEFGRID3
* xyz -2 1
Ti -0.525 2.037 -0.493
C -4.454 -4.128 1.993
C -3.013 -3.740 1.647
C -2.552 -4.671 0.513
C -2.157 -4.023 2.890
C -2.848 -2.285 1.198
C -1.592 -1.775 0.954
C -1.420 -0.485 0.377
N -0.332 0.096 -0.130
C 0.998 -0.289 -0.145
C 1.451 -1.600 -0.282
C 2.815 -1.892 -0.252
C 3.696 -0.816 -0.134
C 3.272 0.522 -0.066
C 1.895 0.815 -0.089
O 1.385 2.018 -0.082
C 4.283 1.663 0.026
C 4.171 2.573 -1.205
C 5.742 1.183 0.082
C 4.048 2.487 1.299
C 3.352 -3.316 -0.341
C 4.252 -3.466 -1.576
C 4.172 -3.641 0.916
C 2.241 -4.364 -0.446
C -2.589 0.404 0.299
O -2.374 1.624 -0.019
C -3.892 -0.144 0.581
C -3.968 -1.457 0.988
C -5.084 0.782 0.428
C -5.171 1.315 -1.008
C -6.415 0.078 0.732
C -4.967 1.961 1.405
H -4.497 -5.170 2.328
H -5.114 -4.042 1.127
H -4.854 -3.506 2.798
H -2.681 -5.726 0.788
H -1.497 -4.520 0.274
H -3.129 -4.487 -0.396
H -2.305 -5.051 3.243
H -2.421 -3.345 3.704
H -1.090 -3.905 2.687
H -0.691 -2.356 1.120
H 0.716 -2.376 -0.441
H 4.757 -1.035 -0.110
H 4.274 1.992 -2.126
H 4.957 3.338 -1.198
H 3.215 3.098 -1.244
H 6.022 0.629 -0.818
H 5.924 0.547 0.952
H 6.419 2.038 0.158
H 3.097 3.020 1.278
H 4.834 3.240 1.427
H 4.051 1.843 2.181
H 5.126 -2.814 -1.523
H 3.705 -3.212 -2.486
H 4.616 -4.495 -1.675
H 5.049 -2.996 1.009
H 4.530 -4.677 0.895
H 3.569 -3.510 1.816
H 1.639 -4.222 -1.347
H 1.573 -4.328 0.417
H 2.667 -5.370 -0.492
H -4.942 -1.882 1.203
H -5.208 0.491 -1.725
H -4.317 1.942 -1.263
H -6.076 1.922 -1.144
H -6.587 -0.764 0.055
H -7.251 0.773 0.609
H -6.448 -0.294 1.759
H -4.112 2.596 1.176
H -4.854 1.603 2.432
H -5.864 2.591 1.366
O 1.631 7.611 -3.092
C 1.135 7.039 -1.945
O 0.997 7.743 -1.000
C 0.862 5.592 -2.066
C 1.162 4.834 -3.192
N 0.787 3.574 -2.940
N 0.266 3.424 -1.743
C 0.286 4.627 -1.176
C -0.279 4.742 0.217
O -0.326 5.823 0.778
O -0.679 3.622 0.675
H 1.697 6.969 -3.802
H 1.610 5.062 -4.146
H 0.851 2.758 -3.529
O -1.222 1.539 -1.917
*
```

***

no.,largest force on an atom (eV/Å)
1,5.228
2,1.244
3,2.372
4,1.048
5,4.087